i) C6H11NOS | wB97M-V/def2-TZVPD

Last column: Mulliken charge in e.
Geometry (Å):
C  -2.42  -0.13  -0.45  0.471
C  -1.97  0.36  0.81  -1.044
C  -0.39  -1.15  -0.32  -0.143
C  2.42  1.46  0.14  -1.145
C  0.51  -0.02  -0.73  -0.679
C  1.04  0.81  0.44  -0.030
N  -1.64  -1.29  -0.72  -0.019
O  -3.11  0.35  -1.33  -0.665
S  0.52  -2.36  0.56  -0.203
H  -2.38  1.18  1.18  0.508
H  -1.51  -0.34  1.53  0.296
H  2.68  2.32  0.82  0.338
H  2.61  1.77  -0.95  0.280
H  3.22  0.61  0.33  0.246
H  1.27  -0.44  -1.24  0.566
H  -0.13  0.67  -1.43  0.297
H  0.45  1.68  0.89  0.198
H  1.07  0.12  1.29  0.283
H  -1.95  -2.09  -1.30  0.270
H  -0.30  -3.53  0.49  0.176

Summary:
E_HOMO (spin up / spin down) ... -7.68 / -7.69 eV
Orbital gap (spin up / spin down) ... 0.2578 / 0.2580 Eh
LUMO energy (spin up / spin down) ... -0.0246 / -0.0245 hartree

---

ii) C6H11NOS | wB97M-V/def2-TZVPD

Last column: Mulliken charge in e.
Geometry (Å):
H  -0.26  2.14  1.73  0.258
N  0.60  1.69  1.33  -0.557
C  0.43  0.77  0.45  0.599
C  1.56  0.02  -0.35  -1.411
S  -1.19  0.28  -0.10  -0.132
C  -1.03  -0.66  -1.65  -0.297
C  -2.35  -0.34  -2.38  -1.649
H  1.75  0.45  -1.33  0.438
H  1.37  -1.04  -0.27  0.420
H  2.52  0.25  0.19  0.340
H  -0.17  -0.38  -2.18  0.426
H  -1.02  -1.71  -1.49  0.312
H  -2.46  -0.80  -3.30  0.427
H  -3.15  -0.65  -1.85  0.464
H  -2.42  0.67  -2.48  0.465
C  0.77  -0.53  2.56  -1.068
C  1.64  0.47  2.54  0.778
O  2.62  1.04  2.81  -0.441
H  1.02  -1.36  3.26  0.290
H  -0.24  -0.30  2.53  0.336

Summary:
E_HOMO ... -8.43 eV
Orbital gap ... 0.3353 Eh
LUMO energy ... 0.0254 hartree
SMILES ... [H]/N=C(/C)SCC.C=C=O

---

Referenced to the most stable arrangement, the calculated values in eV are i) 0.689; ii) 0.000.